Entry 1:
33
Properties=species:S:1:pos:R:3 method="wB97M-V/def2-TZVPD" e_above_lowest_kcal_mol=0.0 lumo_ev=0.628 total_charge=0 smiles=CC1(C)CCCC(C)(C)N1O.O
C 7.128 6.868 6.395
C 6.558 6.478 4.975
C 6.588 7.728 4.118
C 7.531 5.431 4.384
C 7.301 4.083 4.993
C 5.852 3.626 4.853
C 4.833 4.606 5.485
C 3.392 4.261 5.153
C 5.048 4.506 7.014
N 5.238 5.881 4.826
O 4.302 6.856 5.348
H 7.791 7.696 6.303
H 6.331 7.251 7.043
H 7.625 6.103 6.994
H 6.207 7.559 3.122
H 5.940 8.487 4.548
H 7.636 8.055 4.060
H 7.305 5.314 3.323
H 8.557 5.747 4.484
H 7.962 3.370 4.467
H 7.635 4.034 6.006
H 5.770 2.601 5.245
H 5.760 3.584 3.781
H 3.101 3.288 5.515
H 3.184 4.208 4.084
H 2.780 5.045 5.572
H 4.661 3.545 7.329
H 4.415 5.271 7.502
H 6.083 4.521 7.362
H 4.615 7.106 6.262
O 3.779 6.822 2.621
H 4.426 6.395 3.199
H 3.292 7.462 3.151

Entry 2:
36
Properties=species:S:1:pos:R:3 method="wB97M-V/def2-TZVPD" lumo_ev=-3.237 total_charge=+1
C 4.385 -0.883 -0.908
C 4.105 -0.909 -2.408
O 3.633 0.331 -2.932
C 2.259 0.572 -2.838
C 1.962 1.668 -1.806
O 0.667 1.484 -1.136
P 0.319 0.252 -0.233
C -0.548 -1.072 -1.072
C 0.187 -2.421 -1.110
O -0.367 -3.408 -1.454
H 3.696 -0.213 -0.387
H 5.392 -0.522 -0.695
H 4.288 -1.881 -0.473
H 5.020 -1.118 -2.963
H 3.389 -1.701 -2.665
H 1.711 -0.354 -2.593
H 1.906 0.893 -3.823
H 1.873 2.648 -2.266
H 2.746 1.705 -1.048
H 1.507 -0.268 0.298
H -0.461 0.720 0.817
H -0.702 -0.752 -2.111
H -1.528 -1.173 -0.594
H 1.259 -2.430 -0.818
C -3.518 0.533 1.507
O -2.511 -0.085 1.144
N -3.856 0.731 2.777
C -5.063 1.451 3.148
C -3.010 0.186 3.831
H -4.226 0.956 0.783
H -4.816 2.327 3.748
H -5.730 0.807 3.721
H -5.581 1.777 2.249
H -2.009 0.613 3.782
H -2.929 -0.896 3.736
H -3.453 0.432 4.792

Entry 3:
33
Properties=species:S:1:pos:R:3 method="wB97M-V/def2-TZVPD" e_above_lowest_kcal_mol=0.0 lumo_ev=0.790 total_charge=0 smiles=C[C@@H]1[C@@H](P)C(C)(C)N(P)C1(C)C
C -2.043 -0.229 1.694
C -1.205 0.054 0.471
C -0.570 -1.232 -0.063
P -1.809 -2.401 -0.891
C 0.603 -0.685 -0.975
C 0.052 -0.261 -2.380
C 1.687 -1.673 -1.218
N 1.034 0.465 -0.206
P 2.488 1.215 -0.663
C -0.026 1.074 0.682
C -0.425 2.426 0.141
C 0.488 1.223 2.076
H -1.554 -0.977 2.315
H -3.042 -0.801 1.446
H -2.231 0.724 2.096
H -1.876 0.508 -0.234
H -0.087 -1.960 0.574
H -2.274 -2.919 0.377
H -0.821 -3.334 -1.198
H 0.847 0.401 -2.593
H -0.855 0.349 -2.179
H -0.061 -1.098 -3.134
H 2.630 -1.363 -1.685
H 1.293 -2.663 -1.665
H 2.048 -2.016 -0.184
H 3.271 0.717 0.415
H 2.177 2.422 -0.193
H 0.317 3.163 0.460
H -1.543 2.773 0.336
H -0.257 2.365 -0.910
H 1.445 1.756 2.105
H 0.528 0.289 2.565
H -0.228 1.692 2.619

Entry 4:
49
Properties=species:S:1:pos:R:3 method="wB97M-V/def2-TZVPD" lumo_ev=-12.602 total_charge=+2
Al 33.314 5.543 5.351
O 34.635 3.177 4.844
H 35.496 3.016 5.281
O 33.136 3.302 7.113
S 32.714 2.051 7.684
O 31.415 1.884 8.249
O 32.826 0.965 6.423
C 33.990 1.040 5.618
C 34.192 -0.343 4.995
C 33.946 1.388 8.832
H 34.831 1.346 6.237
H 33.776 1.785 4.785
H 35.183 -0.400 4.539
H 33.494 -0.486 4.169
H 34.045 -1.166 5.691
H 33.570 1.678 9.811
H 34.864 1.874 8.510
H 33.986 0.303 8.773
O 35.807 6.148 3.791
S 36.857 5.696 2.915
O 36.512 4.934 1.758
O 37.656 7.002 2.482
C 38.580 6.882 1.361
C 39.072 8.263 1.001
C 38.118 4.905 3.900
H 38.117 6.396 0.503
H 39.380 6.210 1.687
H 39.625 8.703 1.828
H 38.240 8.912 0.721
H 39.656 8.266 0.081
H 37.578 4.117 4.429
H 38.482 5.633 4.616
H 38.838 4.442 3.230
C 37.431 1.246 2.834
Br 38.711 2.095 1.629
Br 38.302 0.163 4.164
Br 35.967 0.423 1.832
H 36.920 2.085 3.288
C 39.000 2.814 7.379
C 39.401 4.294 7.446
O 38.224 5.000 7.140
S 37.026 4.317 7.993
O 35.782 4.510 7.293
O 37.089 4.716 9.355
O 37.591 2.821 7.765
H 39.526 2.195 8.097
H 38.903 2.464 6.351
H 40.309 4.580 6.916
H 39.786 4.457 8.462

Repeat the second record exactly.
36
Properties=species:S:1:pos:R:3 method="wB97M-V/def2-TZVPD" lumo_ev=-3.237 total_charge=+1
C 4.385 -0.883 -0.908
C 4.105 -0.909 -2.408
O 3.633 0.331 -2.932
C 2.259 0.572 -2.838
C 1.962 1.668 -1.806
O 0.667 1.484 -1.136
P 0.319 0.252 -0.233
C -0.548 -1.072 -1.072
C 0.187 -2.421 -1.110
O -0.367 -3.408 -1.454
H 3.696 -0.213 -0.387
H 5.392 -0.522 -0.695
H 4.288 -1.881 -0.473
H 5.020 -1.118 -2.963
H 3.389 -1.701 -2.665
H 1.711 -0.354 -2.593
H 1.906 0.893 -3.823
H 1.873 2.648 -2.266
H 2.746 1.705 -1.048
H 1.507 -0.268 0.298
H -0.461 0.720 0.817
H -0.702 -0.752 -2.111
H -1.528 -1.173 -0.594
H 1.259 -2.430 -0.818
C -3.518 0.533 1.507
O -2.511 -0.085 1.144
N -3.856 0.731 2.777
C -5.063 1.451 3.148
C -3.010 0.186 3.831
H -4.226 0.956 0.783
H -4.816 2.327 3.748
H -5.730 0.807 3.721
H -5.581 1.777 2.249
H -2.009 0.613 3.782
H -2.929 -0.896 3.736
H -3.453 0.432 4.792